(1)
{"formula": "C33H77F3N3O26P2S9", "method": "the ωB97M-V functional and the def2-TZVPD basis", "elements": ["S", "S", "S", "S", "S", "S", "S", "S", "S", "P", "P", "F", "F", "F", "O", "O", "O", "O", "O", "O", "O", "O", "O", "O", "O", "O", "O", "O", "O", "O", "O", "O", "O", "O", "O", "O", "O", "O", "O", "O", "N", "N", "N", "C", "C", "C", "C", "C", "C", "C", "C", "C", "C", "C", "C", "C", "C", "C", "C", "C", "C", "C", "C", "C", "C", "C", "C", "C", "C", "C", "C", "C", "C", "C", "C", "C", "H", "H", "H", "H", "H", "H", "H", "H", "H", "H", "H", "H", "H", "H", "H", "H", "H", "H", "H", "H", "H", "H", "H", "H", "H", "H", "H", "H", "H", "H", "H", "H", "H", "H", "H", "H", "H", "H", "H", "H", "H", "H", "H", "H", "H", "H", "H", "H", "H", "H", "H", "H", "H", "H", "H", "H", "H", "H", "H", "H", "H", "H", "H", "H", "H", "H", "H", "H", "H", "H", "H", "H", "H", "H", "H", "H", "H"], "positions_angstrom": [[-0.1110, -0.5904, -11.5775], [4.2504, 1.2196, 6.4120], [-6.5330, -1.6604, -2.6169], [5.3200, 0.0910, -1.5473], [-7.9206, -0.0578, 6.4420], [0.6754, 5.5310, -1.6771], [-1.1408, 1.4768, 4.8253], [6.5318, -4.1307, 7.2773], [-1.1037, -2.1116, -5.2720], [3.6700, 0.2545, -2.4853], [-1.9712, -0.6786, 0.3566], [-0.4506, -3.1532, 0.9134], [1.5772, -3.0709, 1.5382], [0.2275, -1.6103, 2.3336], [-2.2644, -2.7706, -5.7802], [5.3638, -4.7840, 6.7686], [-7.3938, -2.3878, -1.7404], [5.5930, 1.6722, 6.5818], [-5.6333, -0.6578, -2.1126], [6.7119, -2.7187, 7.1168], [7.8236, -4.8872, 6.7472], [-0.5749, 4.8972, -1.9669], [-7.3942, -1.0369, -3.7934], [1.1288, 6.3892, -2.9308], [0.5237, 0.1777, -12.8157], [3.5645, -0.5398, -3.8556], [3.7045, 1.0205, 5.1012], [3.2743, 2.1671, 7.2380], [0.8853, -1.4422, -11.0008], [-0.8322, 2.0884, 6.2541], [0.1722, -3.0150, -5.5493], [1.7953, 4.7567, -1.2167], [-0.8088, -0.7558, -5.6262], [3.4521, 1.7738, -2.9310], [-7.5883, 1.2855, 6.0835], [-0.3551, 2.1611, 3.8405], [-9.0598, -0.7079, 5.8759], [-6.6407, -0.9852, 6.2264], [-1.3901, -1.1070, -11.9466], [-2.5548, 1.3383, 4.6621], [3.1551, -1.7675, -0.0548], [-0.2783, -0.5686, -0.3000], [-2.7746, -1.5463, -0.6436], [3.9963, -0.2493, 7.3450], [-1.0428, 3.5045, 6.4569], [-7.9908, -0.1651, 8.1977], [0.0406, -1.3047, -14.7252], [-8.0268, 1.1888, -2.9390], [1.0034, 0.5491, -1.9086], [0.4603, -3.3917, -6.9198], [-0.4584, -0.1195, 5.1053], [1.6808, 5.7008, -4.0752], [-8.4912, -0.1606, -3.4507], [2.6664, 3.9142, 5.6109], [3.6301, -1.3384, 1.0658], [-2.5116, 3.8775, 6.5023], [0.6351, 4.9290, -4.8566], [8.0002, -5.0233, 5.3217], [8.3647, -3.7137, 4.6488], [0.7916, -1.2995, 0.1140], [-0.1699, 0.3065, -1.2654], [2.1294, -0.1313, -1.5285], [2.0153, -1.0776, -0.4704], [3.2961, 3.5806, 6.9505], [3.4912, 0.0607, 1.5975], [0.3827, 6.8647, -0.5695], [-5.7457, -0.2152, 4.0664], [1.0932, -0.6067, -13.8863], [4.3519, -2.2959, 1.9656], [-1.0888, -2.2282, -3.5174], [0.5392, -2.3207, 1.2184], [6.7205, -4.5190, 8.9832], [0.9687, -2.2340, -7.7531], [-0.3583, 0.8098, -10.5389], [-6.3045, -1.3679, 4.8793], [-5.5939, -2.7929, -3.5840], [3.2346, 3.4850, 4.7873], [1.2443, -2.5703, -8.7513], [3.8461, -2.2445, 2.9368], [-0.6867, -0.5861, -15.1031], [1.0174, 1.2644, -2.7212], [7.1044, -5.4621, 4.8782], [6.6124, -5.5910, 9.1220], [7.5577, -2.9865, 4.7299], [9.2447, -3.2734, 5.1174], [-7.0410, 0.1661, 8.6089], [-6.4902, 0.5664, 3.9246], [-5.0743, -2.2459, -4.3676], [-5.5522, -2.1505, 4.9671], [-1.0448, 0.8573, -1.5938], [8.8094, -5.7381, 5.1868], [0.5051, -1.8206, -15.5658], [-1.9760, -1.3030, 1.6070], [2.6321, 4.9944, 5.4656], [-2.5387, 0.6088, 0.4350], [2.9342, -0.4827, 7.3550], [-0.5130, 4.0710, 5.6890], [7.6948, -4.1719, 9.3170], [-0.5071, -2.0435, -14.1424], [-0.1875, 5.5829, -5.1458], [1.8136, -1.3191, -13.4802], [-0.1216, -1.8844, -3.1556], [-7.4857, 1.0928, -1.9990], [-0.5770, 3.7421, 7.4115], [-3.0004, 3.6902, 5.5475], [-1.8769, -1.5743, -3.1482], [0.6157, -0.0315, 5.2519], [1.6547, 3.5110, 5.5494], [-5.4323, -0.5592, 3.0788], [-8.7873, 0.5016, 8.5215], [-0.8788, 0.4557, -9.6508], [-9.0625, -0.0247, -4.3667], [-0.4230, -3.8462, -7.3707], [-7.3525, 1.6588, -3.6555], [-8.8803, 1.8443, -2.7668], [3.4775, 0.8335, 0.8303], [4.5453, -1.0457, 6.8431], [3.0624, 2.2771, -2.1993], [-7.1744, -1.8115, 4.3913], [4.2343, -3.3210, 1.6219], [-8.2132, -1.1883, 8.4871], [0.2109, 4.1197, -4.2637], [4.3783, -0.1077, 8.3519], [-0.6718, -0.7057, 4.2170], [-0.9408, -0.5698, 5.9692], [-2.6279, 4.9362, 6.7339], [2.5619, 0.1723, 2.1726], [4.3309, 0.2580, 2.2637], [1.6480, 0.0933, -14.5081], [-0.3418, 7.5392, -1.0179], [-1.2826, -3.2534, -3.2148], [-6.2578, -3.5448, -4.0006], [1.8357, -1.7704, -7.2794], [3.4310, -1.4865, -3.7057], [2.7298, 4.0578, 7.7486], [2.4990, 5.0517, -3.7573], [-0.9754, 1.5328, -11.0655], [0.2089, -1.4619, -7.8631], [-0.0265, 6.4340, 0.3423], [4.3190, 3.9559, 7.0119], [-3.5468, -1.0168, -1.0507], [1.3208, 7.3714, -0.3605], [5.9353, -3.9871, 9.5167], [2.1112, 6.4726, -4.7095], [0.6055, 1.2329, -10.2690], [1.2253, -4.1637, -6.8639], [-9.1470, -0.6534, -2.7311], [-3.0342, 3.2868, 7.2546], [5.4033, -2.0350, 2.1000], [8.5655, -3.8738, 3.5891], [-4.8945, 0.2383, 4.5747], [-4.8711, -3.2550, -2.9133], [1.0765, 4.4909, -5.7518]], "gap_ev": 6.81, "e_homo_ev": -11.52, "max_force_ev_per_a": 3.470, "charge": 1}

(2)
{"formula": "C33H77N11O11", "method": "the ωB97M-V functional and the def2-TZVPD basis", "elements": ["O", "O", "O", "O", "O", "O", "O", "O", "O", "O", "O", "N", "N", "N", "N", "N", "N", "N", "N", "N", "N", "N", "C", "C", "C", "C", "C", "C", "C", "C", "C", "C", "C", "C", "C", "C", "C", "C", "C", "C", "C", "C", "C", "C", "C", "C", "C", "C", "C", "C", "C", "C", "C", "C", "C", "H", "H", "H", "H", "H", "H", "H", "H", "H", "H", "H", "H", "H", "H", "H", "H", "H", "H", "H", "H", "H", "H", "H", "H", "H", "H", "H", "H", "H", "H", "H", "H", "H", "H", "H", "H", "H", "H", "H", "H", "H", "H", "H", "H", "H", "H", "H", "H", "H", "H", "H", "H", "H", "H", "H", "H", "H", "H", "H", "H", "H", "H", "H", "H", "H", "H", "H", "H", "H", "H", "H", "H", "H", "H", "H", "H", "H"], "positions_angstrom": [[1.0114, -24.6572, -15.2641], [-4.5109, -25.9640, -18.6287], [-3.5545, -19.1108, -11.4198], [-5.7502, -22.6786, -10.3844], [-2.9368, -21.9335, -15.6786], [-8.3755, -24.8143, -15.9365], [-1.7773, -23.5821, -11.5827], [-4.3314, -27.2913, -23.1333], [2.0430, -25.8570, -24.0656], [-4.9084, -23.5258, -21.4030], [2.2261, -24.2102, -19.9751], [3.7091, -23.4761, -18.4338], [-4.2524, -21.4082, -22.0432], [-3.6996, -24.6760, -12.0894], [1.0610, -23.8416, -23.5839], [-6.0111, -21.6481, -12.3778], [-8.5480, -22.5934, -16.2902], [-2.3300, -26.4544, -22.4141], [-5.1735, -27.4467, -17.0197], [-2.3659, -22.4940, -17.8169], [-0.6536, -25.7528, -16.3567], [-2.0452, -19.3965, -13.0574], [-5.4093, -20.7989, -13.3800], [-9.0144, -23.7907, -15.9007], [-3.7024, -22.8399, -18.2441], [-3.1233, -20.5836, -22.4449], [-2.8653, -18.6610, -12.3003], [5.0970, -23.3277, -18.0262], [3.3573, -23.8830, -19.6632], [-1.6552, -25.6161, -21.4751], [0.9061, -22.7827, -22.6202], [2.7263, -23.2179, -17.4055], [0.2375, -26.4069, -17.3155], [-1.1706, -18.8122, -14.0441], [-3.7457, -24.2595, -13.4628], [-2.0404, -26.2180, -16.3152], [1.9561, -24.8392, -23.4183], [-0.1423, -25.0524, -15.3064], [-2.1054, -22.0746, -16.5604], [-6.0946, -27.7139, -15.9161], [-4.7486, -25.5428, -11.5908], [0.1058, -23.8669, -24.6652], [-4.0875, -22.7437, -21.8387], [-5.2876, -26.3140, -17.7518], [-3.6899, -26.5209, -22.4346], [-1.5181, -27.3735, -23.1956], [-5.4971, -20.7656, -21.6815], [-4.3436, -28.5433, -17.4669], [-2.7333, -24.2616, -11.2491], [-9.4048, -21.4262, -16.3989], [-7.0589, -22.5463, -12.8382], [-1.2801, -22.9308, -18.6812], [-5.4115, -21.8326, -11.1874], [-7.2670, -22.4754, -16.9359], [-1.8737, -20.8163, -12.8384], [-2.8559, -17.5912, -12.5398], [-3.6493, -28.8398, -16.6814], [1.7222, -22.7489, -21.9057], [-2.5740, -21.1525, -12.0818], [-6.0688, -19.9701, -13.6506], [-4.5794, -23.5758, -13.6265], [-6.6396, -23.3352, -16.7221], [5.2382, -23.9143, -17.1142], [-9.0446, -20.5608, -15.8377], [0.6846, -25.6138, -17.9201], [-6.6932, -21.6793, -16.4350], [-1.0652, -26.1937, -20.7675], [-6.0324, -20.3710, -22.5423], [-7.7840, -22.7734, -12.0618], [-0.9144, -23.7111, -24.2793], [-5.2824, -21.3438, -14.3229], [-0.9024, -24.8524, -14.5327], [4.1656, -23.8095, -20.4045], [0.8272, -21.8152, -23.1314], [-2.1007, -28.1970, -23.5861], [-2.7628, -20.0746, -21.5433], [-3.8476, -25.1137, -14.1357], [-4.5021, -21.2167, -11.1021], [-4.1843, -22.0605, -18.8364], [-10.0652, -23.7757, -15.5852], [-2.4821, -25.9469, -17.2727], [-3.8202, -28.3000, -18.3860], [-6.7716, -28.5026, -16.2685], [-3.0460, -23.0515, -22.0692], [2.8258, -22.1895, -17.0268], [-4.9967, -29.3901, -17.7114], [-2.5706, -25.7507, -15.4872], [-4.1716, -25.8372, -21.7158], [-3.7752, -23.8364, -18.6761], [-5.2932, -20.0212, -20.9051], [0.2146, -22.9985, -25.3247], [-0.1314, -19.0880, -13.8455], [-0.8643, -20.9559, -12.4479], [-4.4186, -20.4908, -13.0615], [2.6075, -24.6362, -22.5489], [-2.7857, -24.6796, -10.2355], [-1.0354, -21.8396, -16.4258], [-0.3287, -22.5169, -18.3617], [5.3073, -22.2850, -17.7773], [2.9434, -23.8154, -16.5191], [-7.4845, -21.9689, -13.6617], [-3.4501, -19.8464, -23.1808], [-2.0919, -27.2980, -16.1661], [-0.7802, -27.7994, -22.5008], [-0.0273, -22.8937, -22.0511], [-6.7401, -23.5176, -13.2282], [-4.4825, -26.0484, -10.6613], [-5.0089, -26.2799, -12.3511], [-9.4873, -21.1374, -17.4503], [-2.3613, -24.9603, -20.9627], [1.7288, -23.3466, -17.8015], [-4.3524, -22.9847, -17.3747], [-5.6322, -24.9733, -11.2746], [-0.9973, -24.9153, -22.0016], [-10.3814, -21.6911, -15.9914], [5.7701, -23.7054, -18.7903], [-0.4300, -26.9024, -18.0193], [-1.2586, -24.0193, -18.7836], [-2.3080, -21.1215, -22.9187], [-6.1198, -21.5238, -21.2063], [-6.1289, -25.6838, -17.4165], [0.1239, -24.8261, -25.1673], [-6.6794, -26.8345, -15.6693], [-0.9473, -26.8315, -23.9493], [0.9551, -27.0631, -16.8398], [-7.2958, -22.1756, -17.9831], [-2.0098, -21.4484, -13.7151], [-5.5377, -28.1282, -15.0774], [-1.2272, -17.7239, -13.9972], [-1.4196, -19.1458, -15.0539], [-2.8292, -23.7292, -13.7064], [-1.4752, -22.5683, -19.7005]], "gap_ev": 9.00, "e_homo_ev": -8.84, "smiles": "CN(C)C=O.CN(C)C=O.CN(C)C=O.CN(C)C=O.CN(C)C=O.CN(C)C=O.CN(C)C=O.CN(C)C=O.CN(C)C=O.CN(C)C=O.CN(C)C=O", "max_force_ev_per_a": 1.898, "charge": 0}

> Which formula does entry 2 have?

C33H77N11O11